# C35H40F4MoN8OTe

A structure of composition C35H40F4MoN8OTe in a non-equilibrium geometry (wB97M-V/def2-TZVPD, the Open Molecules 2025 dataset).

## Properties
- expectation value of S² = 0.770
- orbital gap (spin up / spin down) (eV) = 4.3 / 4.4
- electronic energy (a.u.) = -2606.28180
- energy above the lowest of the compared OMol25 structures with the same formula, charge and spin (kcal/mol) = 84.6

```
! wB97M-V def2-TZVPD RIJCOSX def2/J DEFGRID3
* xyz 1 2
Mo -0.52294 1.58619 -1.92245
C 2.47999 2.79662 -0.97768
N 1.85475 1.91617 -1.99707
C 2.55811 0.60955 -1.89136
C 2.13447 2.48321 -3.35424
C 1.13816 3.57595 -3.70390
N -0.14149 2.98806 -3.32566
C -1.20842 3.42304 -2.78178
C -1.13784 2.60515 -0.06404
F -0.90287 1.88877 1.07849
C -2.50961 3.23689 0.05325
F -3.25630 2.62625 0.96872
C -3.07672 4.27688 -0.57997
C -2.63972 5.04460 -1.72186
F -3.17255 6.25723 -1.77488
C -1.78943 4.70415 -2.72620
F -1.49293 5.59681 -3.68148
H 3.56691 2.72932 -1.06376
H 2.17468 2.48489 0.01771
H 2.18834 3.83177 -1.13186
H 3.63335 0.76138 -2.01415
H 2.20572 -0.07483 -2.65514
H 2.36412 0.17595 -0.91008
H 2.02051 1.66885 -4.07163
H 3.16489 2.84308 -3.40808
H 1.16829 3.82724 -4.76351
H 1.28937 4.49840 -3.13599
H -4.04303 4.58529 -0.19606
N -0.14156 3.65539 -0.08909
C -0.03112 4.84234 -0.15321
N 0.21418 6.04487 -0.13392
C 0.44037 6.81884 -1.19777
N 0.65484 7.50400 -2.09629
N -2.93965 -0.30930 -2.73971
C -4.24261 -0.49714 -2.96915
C -4.88460 0.67493 -2.63779
C -3.86920 1.52404 -2.20304
N -2.67887 0.92197 -2.26290
H -2.18316 -0.96922 -2.81399
H -4.61136 -1.43768 -3.34031
H -5.93632 0.88639 -2.69771
H -3.94807 2.54178 -1.87417
C -0.07576 -1.33529 -4.30566
C 0.03757 -1.35049 -2.79641
O 0.37102 -2.36175 -2.21608
N -0.26102 -0.19381 -2.12207
Te -0.46656 -2.22462 0.52418
C -1.20524 -2.77524 2.43233
C -0.63080 -3.77783 3.21791
C 0.50949 -4.64004 2.74483
C -1.14600 -4.00561 4.49377
C -2.21518 -3.28590 4.99805
C -2.75556 -3.54745 6.37727
C -2.79419 -2.31882 4.18223
C -2.31397 -2.05508 2.90833
C -2.98814 -0.98371 2.08864
C 1.59784 -2.18949 1.00283
C 2.05375 -1.19887 1.88946
C 1.13180 -0.25367 2.60922
C 3.41723 -1.11293 2.15280
C 4.33435 -1.98232 1.57773
C 5.80634 -1.86571 1.86552
C 3.85281 -2.96947 0.73298
C 2.49879 -3.09754 0.43167
C 2.10404 -4.24985 -0.45382
H -0.64075 -2.20695 -4.63244
H 0.92847 -1.43586 -4.72154
H -0.52831 -0.42028 -4.68756
H 0.42727 -4.86035 1.67947
H 0.51282 -5.58613 3.28592
H 1.47377 -4.15769 2.91062
H -0.70048 -4.78558 5.10158
H -2.20898 -4.34826 6.87219
H -3.80862 -3.82948 6.33597
H -2.68370 -2.65317 6.99841
H -3.64568 -1.75600 4.55029
H -3.88696 -0.63189 2.59437
H -3.28956 -1.34935 1.10299
H -2.33019 -0.12336 1.93383
H 0.38562 0.17305 1.94346
H 1.69807 0.56719 3.05048
H 0.59726 -0.76710 3.41138
H 3.76912 -0.34822 2.83673
H 5.99891 -1.15550 2.66810
H 6.34989 -1.52946 0.98063
H 6.22584 -2.82943 2.15510
H 4.54852 -3.67835 0.29560
H 2.57556 -4.16274 -1.43318
H 1.03283 -4.31216 -0.61799
H 2.44603 -5.18551 -0.00640
*
```

These are the Löwdin partial charges, in e, on atoms 1 to 6: Mo 1.68; C -0.07; N -0.32; C -0.07; C -0.17; C -0.13